1.
106
Properties=species:S:1:pos:R:3:lowdin_spin:R:1 method="wB97M-V/def2-TZVPD" s_squared=6.09 spin_multiplicity=5 e_lumo_ev="2.37 / 1.79" charge=-1 energy_ha=-5228.432350 gap_ev="6.57 / 5.73" e_above_lowest_ev=0.419
Pd -0.71 -1.06 -0.78 1.2828
N 2.49 -1.77 1.64 0.0077
C 1.92 -2.35 2.75 0.0048
C 2.45 -2.83 3.94 0.0012
C 1.55 -3.36 4.86 0.0003
C 0.18 -3.42 4.58 -0.0003
C -0.34 -2.95 3.39 0.0008
C 0.55 -2.41 2.47 0.0105
N 0.32 -1.87 1.22 0.0788
C 1.49 -1.50 0.75 0.0273
C 2.09 -1.64 -1.65 0.0213
C 3.10 -2.56 -1.56 0.0211
S 3.30 -3.38 -3.04 0.0094
C 2.06 -2.41 -3.72 -0.0026
N 1.52 -1.56 -2.91 0.0066
H 3.46 -1.55 1.49 0.0005
H 3.51 -2.79 4.15 0.0002
H 1.92 -3.75 5.80 0.0000
H -0.48 -3.86 5.32 0.0000
H -1.40 -3.01 3.16 0.0001
H 3.70 -2.81 -0.71 0.0010
H 1.74 -2.55 -4.74 -0.0001
C 1.58 -0.79 -0.54 0.2239
Ge 2.46 0.94 -0.33 0.0155
C 1.96 1.74 1.38 0.0227
C 2.63 2.85 1.96 0.3293
C 2.20 3.36 3.21 0.0181
C 1.12 2.86 3.86 0.2346
C 0.30 1.74 3.29 0.1246
C 0.90 1.20 2.04 0.2116
C 2.11 2.14 -1.83 -0.0009
C 2.23 1.71 -3.15 -0.0003
C 1.96 2.58 -4.20 0.0006
C 1.55 3.88 -3.94 -0.0002
C 1.42 4.31 -2.63 0.0008
C 1.70 3.45 -1.58 0.0038
C 4.41 0.66 -0.23 0.0097
C 5.21 0.59 -1.37 0.0019
C 6.58 0.35 -1.27 0.0007
C 7.17 0.18 -0.02 0.0014
C 6.39 0.25 1.12 0.0007
C 5.02 0.49 1.02 0.0033
H 3.48 3.30 1.46 0.0191
H 2.75 4.18 3.65 -0.0063
H 0.82 3.28 4.81 0.0112
H 0.23 0.93 4.03 0.0320
H 0.39 0.35 1.62 0.0095
H 2.50 0.69 -3.36 0.0000
H 2.04 2.23 -5.22 0.0000
H 1.32 4.55 -4.76 0.0000
H 1.08 5.32 -2.43 0.0000
H 1.58 3.79 -0.56 0.0044
H 4.77 0.72 -2.34 0.0001
H 7.19 0.31 -2.16 0.0000
H 8.23 0.00 0.06 0.0001
H 6.85 0.12 2.10 0.0000
H 4.43 0.57 1.92 0.0014
C -1.31 3.63 2.79 0.2356
C -1.25 2.15 2.99 0.1110
C -1.71 1.40 1.78 0.2590
C -1.48 1.90 0.51 0.0328
C -1.17 3.29 0.41 0.3210
C -1.21 4.14 1.54 0.0187
N -1.46 1.05 -0.58 0.0560
C -1.66 1.52 -1.86 0.0055
C -1.17 0.73 -2.92 0.0289
C -1.37 1.04 -4.25 0.0042
C -2.07 2.19 -4.60 -0.0034
C -2.59 2.98 -3.58 0.0010
C -2.40 2.66 -2.24 0.0036
H -1.33 4.28 3.66 0.0150
H -1.81 1.85 3.88 0.0132
H -1.96 0.35 1.88 0.0130
H -0.91 3.71 -0.55 0.0148
H -1.13 5.21 1.40 -0.0053
H -0.65 -0.19 -2.65 0.0124
H -0.98 0.38 -5.01 0.0004
H -2.22 2.46 -5.64 -0.0001
H -3.16 3.87 -3.83 0.0002
H -2.86 3.28 -1.48 0.0038
C -3.92 -3.81 0.04 0.0002
N -4.79 -2.65 0.22 0.0079
C -6.20 -3.02 0.20 0.0011
C -4.44 -1.49 -0.46 0.0194
S -3.34 -1.46 -1.71 0.0162
N -5.05 -0.37 0.00 0.0130
C -5.57 -0.25 1.35 0.0031
C -4.86 0.91 -0.67 0.0014
H -4.13 -4.51 0.85 0.0001
H -2.88 -3.52 0.08 -0.0003
H -4.09 -4.32 -0.91 0.0004
H -6.44 -3.56 -0.72 0.0003
H -6.83 -2.14 0.25 0.0000
H -6.42 -3.67 1.05 0.0000
H -5.42 -1.17 1.90 0.0001
H -6.63 0.01 1.35 0.0005
H -5.03 0.55 1.86 0.0024
H -4.58 0.76 -1.70 0.0002
H -4.07 1.48 -0.18 0.0007
H -5.79 1.47 -0.61 0.0002
B -0.41 -5.95 -0.95 -0.0003
C -0.51 -4.37 -1.03 0.0025
N -0.58 -3.22 -1.09 0.0456
H -1.34 -6.34 -0.26 -0.0003
H 0.66 -6.23 -0.44 0.0002
H -0.49 -6.39 -2.08 -0.0003


2.
15
Properties=species:S:1:pos:R:3:nbo_charge:R:1 method="wB97M-V/def2-TZVPD" e_lumo_ev=-4.63 charge=+1 energy_ha=-267.011698 gap_ev=10.08 smiles="C=C/C=[NH+]/CN" e_above_lowest_ev=2.383
C -2.75 0.41 0.08 -0.2717
C -1.85 -0.60 -0.15 -0.3131
C -0.49 -0.65 0.19 0.2410
N 0.18 0.30 -0.19 -0.4130
C 1.68 0.59 0.09 -0.0568
N 2.38 -0.61 -0.08 -0.8340
H -3.77 0.30 -0.34 0.2414
H -2.69 1.29 0.71 0.2308
H -2.06 -1.55 -0.57 0.2550
H 0.06 -1.58 0.59 0.2646
H -0.44 1.06 -0.52 0.4262
H 1.96 1.30 -0.67 0.2088
H 1.82 1.08 1.05 0.2274
H 2.95 -0.64 -0.92 0.3985
H 3.02 -0.69 0.74 0.3947


3.
85
Properties=species:S:1:pos:R:3:lowdin_spin:R:1 method="wB97M-V/def2-TZVPD" s_squared=4.08 spin_multiplicity=4 e_lumo_ev="-15.13 / -14.83" charge=+4 energy_ha=-4781.506538 gap_ev="2.39 / 4.07"
N -5.37 -1.34 3.82 0.7228
C -4.43 -0.55 4.34 0.0754
C -3.77 0.40 3.57 0.0510
C -4.08 0.52 2.19 -0.0150
C -5.13 -0.29 1.67 0.0498
C -5.75 -1.20 2.55 0.0781
C -3.29 1.37 1.36 -0.0051
Re -0.85 3.23 -2.95 0.8960
P 2.59 -0.16 -1.69 0.5039
C -3.01 1.15 0.00 -0.0037
C -2.28 1.93 -0.97 -0.0031
C -2.47 1.93 -2.44 0.0173
C -2.97 3.18 -2.97 0.0536
C -2.46 4.30 -2.33 0.3270
C -1.57 4.25 -1.26 0.0507
C -1.23 2.92 -0.80 0.0092
Br 1.11 3.17 -4.35 -0.0224
H -2.76 2.18 1.86 -0.0003
H -3.56 0.31 -0.48 0.0001
H -2.98 1.02 4.01 0.0059
H -5.41 -0.22 0.62 0.0046
H -4.15 -0.68 5.39 0.0145
H -6.56 -1.84 2.19 0.0178
H -2.67 1.00 -2.97 0.0001
H -0.45 2.77 -0.05 0.0001
H -3.62 3.19 -3.83 0.0038
H -1.08 5.12 -0.85 0.0046
P -0.33 -2.16 -0.59 -0.0821
C 2.96 1.58 -1.12 0.0631
C 3.98 2.50 -1.78 0.0247
H 3.20 1.48 -0.05 -0.0003
H 1.96 2.05 -1.18 0.0055
H 4.20 3.32 -1.08 0.0050
H 4.94 2.03 -2.02 -0.0001
H 3.57 2.98 -2.68 0.0000
C 2.51 -0.06 -3.53 0.0635
C 3.70 0.43 -4.35 0.0294
H 1.64 0.59 -3.72 0.0019
H 2.26 -1.08 -3.87 0.0013
H 3.36 0.61 -5.38 0.0054
H 4.13 1.36 -3.98 0.0004
H 4.50 -0.33 -4.40 0.0003
C 4.09 -1.21 -1.38 0.0680
C 5.45 -0.53 -1.45 0.0298
H 4.03 -2.04 -2.10 0.0002
H 3.93 -1.64 -0.38 0.0037
H 6.21 -1.29 -1.21 0.0079
H 5.68 -0.15 -2.45 0.0000
H 5.54 0.28 -0.72 0.0008
C 0.40 -3.62 0.29 -0.0179
C 1.82 -3.97 -0.12 -0.0006
H -0.28 -4.48 0.13 -0.0044
H 0.37 -3.37 1.36 0.0000
H 2.04 -5.01 0.13 -0.0002
H 1.99 -3.84 -1.20 -0.0001
H 2.55 -3.34 0.40 -0.0003
C -0.38 -2.86 -2.31 -0.0235
C -1.41 -2.23 -3.24 -0.0012
H -0.55 -3.94 -2.21 -0.0051
H 0.64 -2.72 -2.72 0.0004
H -1.35 -2.72 -4.22 -0.0004
H -2.44 -2.36 -2.86 0.0000
H -1.22 -1.16 -3.40 -0.0011
C -2.11 -2.38 -0.13 -0.0065
C -2.40 -2.67 1.33 -0.0003
H -2.53 -3.17 -0.78 -0.0027
H -2.60 -1.43 -0.42 -0.0008
H -3.46 -2.94 1.44 -0.0004
H -1.80 -3.51 1.71 0.0001
H -2.22 -1.79 1.95 -0.0002
N 0.34 2.48 6.10 0.0005
C -0.32 2.24 4.92 0.0001
O -1.47 2.61 4.70 0.0027
C 0.45 1.42 3.93 -0.0006
C 1.42 0.47 4.30 0.0000
C 1.97 -0.36 3.32 0.0000
C 1.53 -0.18 1.98 0.0002
N 0.63 0.73 1.63 -0.0048
C 0.10 1.52 2.56 -0.0003
H -0.13 3.10 6.75 0.0000
H 1.34 2.35 6.19 0.0000
H 1.72 0.37 5.35 0.0000
H 2.71 -1.12 3.55 0.0000
H 1.95 -0.80 1.19 0.0022
H -0.63 2.27 2.22 -0.0001


4.
75
Properties=species:S:1:pos:R:3:lowdin_charge:R:1 method="wB97M-V/def2-TZVPD" e_lumo_ev=1.99 charge=-1 energy_ha=-2587.104412 gap_ev=7.55 e_above_lowest_ev=0.200
Rb -0.49 0.04 0.44 0.7856
C -3.48 1.07 -1.48 -0.0200
C -2.23 1.91 -1.57 -0.3302
N -1.83 2.76 -0.71 0.0790
N -2.59 2.89 0.42 -0.0214
C -2.08 3.61 1.48 -0.9274
N -2.67 3.27 2.64 0.1173
S -0.91 4.80 1.36 0.5379
C -1.29 1.69 -2.70 -0.2587
C -0.59 2.76 -3.27 -0.0156
C 0.32 2.48 -4.27 -0.0818
C 0.51 1.16 -4.67 -0.0776
C -0.23 0.18 -4.04 -0.1429
N -1.12 0.42 -3.08 0.1292
H -4.33 1.70 -1.23 0.0924
H -3.40 0.32 -0.69 0.0669
H -3.65 0.57 -2.43 0.0772
H -3.11 2.06 0.72 0.0803
H -3.15 2.38 2.73 0.0763
H -2.35 3.75 3.46 0.0888
H -0.75 3.76 -2.89 0.1186
H 0.88 3.29 -4.73 0.1047
H 1.22 0.90 -5.44 0.0992
H -0.12 -0.87 -4.31 0.1048
O -4.18 -4.74 4.06 0.0498
C -3.53 -3.85 3.25 -0.2949
C -2.60 -4.26 2.31 0.0466
C -1.96 -3.29 1.54 -0.1766
N -2.26 -1.99 1.65 0.0947
C -3.17 -1.62 2.55 -0.1894
C -3.82 -2.50 3.39 0.0593
C -3.47 -0.12 2.64 -0.6241
O -3.95 0.32 3.70 -0.0008
O -3.17 0.56 1.62 -0.1574
C -0.85 -3.72 0.57 -0.6417
O -0.83 -4.93 0.27 -0.0183
O -0.05 -2.82 0.20 -0.1549
H -3.87 -5.63 3.84 0.0991
H -2.33 -5.30 2.15 0.1183
H -4.52 -2.14 4.13 0.1238
N 0.63 1.66 2.69 -0.0442
C 0.31 1.25 4.05 -0.2901
C 0.94 -0.09 4.42 -0.1989
C 0.55 -1.27 3.54 -0.2815
N 1.43 -1.40 2.36 -0.0243
H 1.62 1.58 2.51 0.0655
H 0.37 2.63 2.52 0.0079
H -0.78 1.15 4.13 0.1057
H 0.61 1.99 4.80 0.1036
H 0.66 -0.31 5.45 0.1047
H 2.04 0.02 4.41 0.1069
H -0.47 -1.14 3.18 0.0799
H 0.54 -2.18 4.15 0.1089
H 1.04 -2.10 1.72 0.0185
H 2.34 -1.73 2.65 0.0691
C 4.03 2.38 -3.41 -0.1206
N 3.95 0.94 -3.21 -0.2309
C 5.23 0.27 -3.39 -0.0693
C 3.05 0.45 -2.28 -0.7806
S 2.28 1.45 -1.20 0.6873
N 2.86 -0.89 -2.34 -0.2007
C 2.09 -1.57 -1.31 -0.1070
C 3.01 -1.65 -3.57 -0.0604
H 4.55 2.56 -4.35 0.0865
H 4.58 2.87 -2.60 0.0825
H 3.04 2.81 -3.45 0.0457
H 6.03 0.88 -2.96 0.0897
H 5.46 0.10 -4.44 0.0879
H 5.23 -0.69 -2.87 0.0809
H 2.27 -1.13 -0.33 0.0465
H 2.38 -2.62 -1.28 0.0994
H 1.02 -1.53 -1.51 0.0550
H 3.20 -0.98 -4.40 0.0810
H 2.08 -2.19 -3.75 0.0900
H 3.82 -2.38 -3.50 0.0892


5.
11
Properties=species:S:1:pos:R:3:nbo_charge:R:1 method="wB97M-V/def2-TZVPD" e_lumo_ev=0.76 energy_ha=-281.483074 gap_ev=10.12 smiles=Cc1cnn[nH]1 e_above_lowest_ev=2.911
C -1.59 0.02 -0.02 -0.6508
C -0.08 0.15 0.02 0.1331
C 0.90 1.14 0.28 -0.2441
N 2.12 0.56 0.01 -0.2400
N 2.00 -0.67 -0.29 -0.0674
N 0.69 -0.92 -0.33 -0.3384
H -2.05 0.95 0.29 0.2415
H -1.96 -0.22 -1.03 0.2292
H -1.94 -0.78 0.65 0.2286
H 1.48 1.59 1.10 0.2959
H 0.44 -1.82 -0.67 0.4124


6.
48
Properties=species:S:1:pos:R:3:nbo_charge:R:1 method="wB97M-V/def2-TZVPD" s_squared=12.01 spin_multiplicity=7 e_lumo_ev="-8.14 / -6.30" charge=+2 energy_ha=-1857.182748 gap_ev="7.92 / 9.77" e_above_lowest_ev=0.000
Eu 0.47 0.20 0.17 1.8419
O 0.41 2.39 4.04 -0.5884
C 0.40 1.41 3.18 0.8497
O -0.02 1.53 2.03 -0.6745
C 0.90 0.13 3.78 -0.1861
O 0.97 -0.90 2.81 -0.5199
C 2.30 -1.40 2.48 -0.1476
C 2.45 -0.77 1.12 0.7318
O 1.96 -1.40 0.11 -0.6834
O 2.55 0.48 1.06 -0.6585
H 0.05 3.18 3.61 0.5241
H 0.19 -0.15 4.56 0.2574
H 1.87 0.32 4.25 0.2505
H 2.25 -2.48 2.43 0.2413
H 3.05 -1.06 3.19 0.2292
C 0.20 -0.95 -3.38 -0.6036
C -0.47 -2.04 -2.56 -0.2444
C -1.55 -2.74 -3.38 -0.6008
C -1.06 -1.54 -1.26 -0.0496
C -0.92 -2.26 -0.08 -0.1958
C -1.48 -1.83 1.12 -0.2000
C -2.21 -0.65 1.19 0.0161
C -2.87 -0.20 2.47 -0.6483
C -2.37 0.07 0.01 -0.2543
C -1.82 -0.36 -1.19 -0.2138
H 0.72 -1.38 -4.23 0.2563
H 0.97 -0.38 -2.83 0.1855
H -0.51 -0.22 -3.77 0.2160
H 0.29 -2.77 -2.28 0.2246
H -2.33 -2.02 -3.68 0.2128
H -2.04 -3.56 -2.84 0.2285
H -1.12 -3.15 -4.30 0.2419
H -0.34 -3.18 -0.11 0.2633
H -1.35 -2.44 2.01 0.2571
H -2.42 0.72 2.85 0.2258
H -2.81 -0.97 3.24 0.2418
H -3.92 0.02 2.29 0.2620
H -2.97 0.98 0.02 0.2572
H -1.98 0.22 -2.09 0.2535
N 2.35 2.29 -1.68 -0.2994
C 2.48 3.54 -2.16 0.0373
C 1.26 4.16 -2.01 -0.3106
C 0.45 3.20 -1.41 0.0102
N 1.11 2.06 -1.20 -0.4321
H 3.06 1.59 -1.60 0.4350
H 3.42 3.87 -2.57 0.2606
H 1.00 5.17 -2.29 0.2721
H -0.59 3.29 -1.12 0.2273


7.
64
Properties=species:S:1:pos:R:3:nbo_charge:R:1 method="wB97M-V/def2-TZVPD" e_lumo_ev=-4.19 charge=+1 energy_ha=-1159.133818 gap_ev=6.84 e_above_lowest_ev=0.000
C -3.63 -2.04 0.32 -0.4345
C -2.11 -2.00 0.36 -0.2390
N -1.58 -0.59 0.35 -0.4043
C -2.14 0.13 1.53 -0.2352
C -3.67 0.14 1.54 -0.4360
C -4.20 -0.60 0.29 -0.1979
C -3.60 0.11 -0.96 -0.4345
C -2.08 0.08 -0.89 -0.2398
H -3.95 -2.60 -0.57 0.2174
H -4.00 -2.58 1.20 0.2190
H -1.72 -2.48 1.27 0.1990
H -1.67 -2.51 -0.50 0.2038
H -1.74 -0.36 2.42 0.2041
H -1.73 1.15 1.52 0.2064
H -4.02 -0.35 2.45 0.2160
H -4.02 1.18 1.56 0.2187
H -5.29 -0.60 0.26 0.2343
H -3.93 -0.39 -1.88 0.2165
H -3.94 1.15 -0.99 0.2183
H -1.65 1.10 -0.90 0.2177
H -1.65 -0.45 -1.75 0.1967
C 3.20 -2.37 -1.62 -0.5942
C 1.90 -2.04 -2.35 -0.1016
C 2.10 -2.23 -3.87 -0.6218
C 0.79 -2.97 -1.88 -0.5983
C 1.54 -0.60 -2.03 0.3565
N 1.56 0.34 -3.00 -0.5083
C 1.30 1.60 -2.49 0.1821
C 1.07 1.46 -1.11 -0.0948
C 0.60 2.56 -0.39 -0.2038
C 0.45 3.79 -1.07 -0.2076
C 0.69 3.90 -2.45 -0.1967
C 1.11 2.78 -3.19 -0.2391
C 1.21 0.03 -0.79 -0.1852
C 0.92 -0.53 0.45 0.0987
C 1.26 0.07 1.71 -0.1152
C 2.17 1.15 1.83 -0.1345
C 2.29 1.85 3.03 -0.2375
C 1.50 1.49 4.13 0.0746
C 1.47 2.35 5.36 -0.6459
C 0.74 0.31 4.08 -0.2371
C 0.69 -0.43 2.91 -0.1227
H 3.10 -2.20 -0.54 0.2148
H 3.48 -3.42 -1.79 0.2272
H 4.02 -1.74 -1.99 0.2207
H 1.19 -1.98 -4.43 0.2156
H 2.94 -1.64 -4.25 0.2150
H 2.33 -3.28 -4.06 0.2396
H -0.18 -2.64 -2.27 0.2141
H 0.98 -3.99 -2.23 0.2327
H 0.73 -3.00 -0.79 0.2063
H 1.75 0.17 -3.98 0.4368
H 0.40 2.47 0.67 0.2264
H 0.12 4.66 -0.51 0.2285
H 0.56 4.86 -2.95 0.2330
H 1.27 2.79 -4.26 0.2275
H 0.54 -1.55 0.49 0.2284
H 2.78 1.45 0.97 0.2337
H 2.97 2.69 3.12 0.2325
H 0.80 1.91 6.11 0.2256
H 2.47 2.45 5.80 0.2409
H 1.11 3.36 5.14 0.2385
H 0.19 -0.01 4.96 0.2291
H 0.16 -1.39 2.88 0.2186


8.
13
Properties=species:S:1:pos:R:3:nbo_charge:R:1 method="wB97M-V/def2-TZVPD" e_lumo_ev=0.55 energy_ha=-344.535461 gap_ev=10.48 smiles="C=C1C[C@H]1C(=O)O" e_above_lowest_ev=1.808
C 1.97 0.69 -0.39 -0.3546
C 0.89 -0.05 -0.22 -0.0048
C 0.36 -1.24 0.29 -0.4183
C -0.50 -0.12 -0.41 -0.4030
C -1.34 0.80 0.38 0.7851
O -0.95 1.89 0.79 -0.5456
O -2.59 0.34 0.59 -0.6711
H 2.94 0.36 -0.04 0.2013
H 1.90 1.66 -0.86 0.2096
H 0.58 -2.15 -0.26 0.2301
H 0.32 -1.34 1.37 0.2331
H -0.83 -0.30 -1.43 0.2466
H -2.74 -0.54 0.19 0.4915